[1]
The following is a DFT calculation (ωB97M-V with the def2-TZVPD basis set) of a cluster of 2 separate species, C5H10O2 in total.

Structure (SMILES) = C/C=C/CC=O.O
HOMO level = -9.50 eV
Max |F| = 0.471 eV Å⁻¹
Kohn-Sham gap = 10.5 eV

Each line ends with the Löwdin charge.
Geometry (Å):
C -2.5485 -0.2692 -0.0949  -0.10
C -1.2373 0.3894 -0.4221  -0.19
C -0.1566 0.2983 0.3523  -0.17
C 1.1238 1.0497 0.1100  -0.16
C 2.3800 0.3025 0.5015  -0.27
O 3.3240 0.1459 -0.2344  0.05
H -3.0988 -0.5908 -0.9851  0.07
H -2.4112 -1.1401 0.5556  0.08
H -3.1792 0.4481 0.4421  0.08
H -1.1921 1.0136 -1.3169  0.11
H -0.1713 -0.3640 1.2188  0.12
H 1.0903 1.9500 0.7407  0.13
H 1.2246 1.3741 -0.9315  0.13
H 2.4063 -0.0667 1.5488  0.13
O 0.7536 -1.8563 -0.9185  -0.06
H 0.0022 -1.2656 -1.0802  0.01
H 1.4975 -1.4034 -1.3326  0.04



[2]
The following is a DFT calculation (ωB97M-V with the def2-TZVPD basis set) of a cluster of 2 separate species, C5H10ClN2 in total at a distorted geometry.

Total charge = +1
HOMO level = -12.51 eV
Max |F| = 1.474 eV Å⁻¹
Kohn-Sham gap = 9.4 eV

Each line ends with the Löwdin charge.
Geometry (Å):
C 2.0915 -0.2889 -1.0508  -0.14
C -2.2266 -1.4916 3.2099  0.01
C -2.3700 -1.4177 1.6940  -0.13
C -1.1340 -1.5349 2.5147  -0.70
C 0.3178 1.3175 -0.6273  -0.03
N 1.1783 0.2089 -0.2743  0.01
N 2.4068 0.1711 -2.2397  0.20
Cl 0.5545 -1.5475 2.4037  0.74
H 2.6461 -1.1473 -0.6874  0.17
H -2.7419 -1.5000 4.1378  0.10
H 0.9812 -0.2686 0.6172  0.04
H -2.7397 -2.2793 1.1509  0.08
H -2.6277 -0.4685 1.2374  0.07
H 0.8887 2.2462 -0.6911  0.11
H -0.1792 1.1374 -1.5818  0.10
H -0.4409 1.4312 0.1416  0.10
H 3.1298 -0.2653 -2.7897  0.14
H 1.9285 0.9616 -2.6497  0.13



[3]
The following is a DFT calculation (ωB97M-V with the def2-TZVPD basis set) of a cluster of 2 separate species, C2H9NO in total at a distorted geometry.

Structure (SMILES) = CCN.O
HOMO level = -8.97 eV
Max |F| = 1.705 eV Å⁻¹
Kohn-Sham gap = 9.9 eV

Each line ends with the Löwdin charge.
Geometry (Å):
C 1.4257 0.9287 -0.2154  -0.12
C 1.1773 -0.4204 0.4990  -0.34
N 0.1836 -1.2192 -0.1964  -0.01
H 2.1601 1.5446 0.2698  0.05
H 1.7074 0.7802 -1.2464  0.06
H 0.4788 1.5146 -0.2375  0.07
H 2.1884 -0.8078 0.6363  0.10
H 0.8350 -0.2418 1.5096  0.09
H -0.4641 -0.6062 -0.6774  0.05
H 0.5768 -1.7738 -0.9155  0.04
O -3.0666 0.2127 0.0192  -0.04
H -3.7546 -0.3370 -0.3149  0.02
H -3.4478 0.4253 0.8697  0.03



[4]
The following is a DFT calculation (ωB97M-V with the def2-TZVPD basis set) of the ion C6H4IO2S with charge -1 at a distorted geometry.

Total charge = -1
Structure (SMILES) = O=C([O-])[C@@H](I)c1cccs1
HOMO level = -4.40 eV
Max |F| = 4.143 eV Å⁻¹
Kohn-Sham gap = 7.3 eV

Each line ends with the Löwdin charge.
Geometry (Å):
O -3.2125 0.7619 1.9775  -0.10
C -2.0864 1.0319 2.3560  -0.78
O -1.6633 2.1733 2.6871  -0.08
C -0.9113 -0.1777 2.4024  -0.57
I -2.0187 -2.0971 2.4271  0.70
C -0.1283 -0.1037 1.1881  -0.72
C -0.8053 0.0227 -0.0014  -0.15
C 0.0262 0.2898 -1.1314  -0.15
C 1.3264 0.4307 -0.6834  -0.39
S 1.5534 0.0359 1.0629  0.99
H -0.4814 -0.1113 3.3569  0.04
H -1.8383 0.0242 -0.1517  0.09
H -0.2841 0.2621 -2.1187  0.07
H 2.2829 0.1364 -1.1821  0.05



[5]
The following is a DFT calculation (ωB97M-V with the def2-TZVPD basis set) of the ion C4H10NO3 with charge +1 at a distorted geometry.

Total charge = +1
Structure (SMILES) = [NH3+][C@H](CO)CC(=O)O
HOMO level = -14.61 eV
Max |F| = 1.907 eV Å⁻¹
Kohn-Sham gap = 11.2 eV

Each line ends with the Löwdin charge.
Geometry (Å):
N -1.3923 -0.9029 0.6386  0.24
C -0.6034 -0.1007 -0.3938  -0.20
C -0.6801 -0.8001 -1.7784  -0.16
O -1.3469 -2.0520 -1.5836  -0.07
C 0.8482 -0.0111 0.0459  -0.06
C 1.2551 1.2117 0.7929  -0.50
O 2.0966 1.9957 0.5173  0.19
O 0.4125 1.3026 1.8916  0.08
H -2.0770 -0.2987 1.0983  0.18
H -0.7824 -1.1112 1.4345  0.16
H -1.8224 -1.7652 0.2965  0.16
H -1.1342 0.8498 -0.5191  0.17
H 0.3142 -1.0227 -2.1733  0.12
H -1.0989 -0.1400 -2.5548  0.14
H -1.7630 -2.3539 -2.4219  0.14
H 1.5580 -0.0675 -0.7958  0.14
H 1.2179 -0.8646 0.6281  0.16
H 0.7675 1.8915 2.5620  0.13



[6]
The following is a DFT calculation (ωB97M-V with the def2-TZVPD basis set) of an isolated molecule of C5H11NO.

Structure (SMILES) = C[C@H]1CN1CCO
HOMO level = -9.51 eV
Max |F| = 0.404 eV Å⁻¹
Kohn-Sham gap = 10.6 eV

Each line ends with the Löwdin charge.
Geometry (Å):
C -1.1557 -2.0085 0.2957  -0.06
C -0.8691 -0.5776 0.6708  -0.34
C 0.1003 -0.2218 1.7365  -0.11
N 0.4346 -0.0247 0.3374  -0.10
C 0.4736 1.3565 -0.1315  -0.20
C 0.6875 1.3422 -1.6393  -0.27
O 1.8482 0.6149 -1.9608  -0.07
H -1.4943 -2.0855 -0.7432  0.07
H -1.9377 -2.4232 0.9417  0.08
H -0.2549 -2.6199 0.4079  0.08
H -1.7112 0.1097 0.5566  0.14
H 0.6576 -1.0060 2.2460  0.11
H -0.1003 0.6655 2.3371  0.11
H -0.4395 1.9179 0.1341  0.12
H 1.3286 1.8495 0.3455  0.13
H -0.2038 0.9165 -2.1320  0.12
H 0.8210 2.3625 -2.0147  0.12
H 1.8149 -0.1679 -1.3878  0.08



| no. | LUMO energy (eV) |
| --- | --- |
| 1 | 0.954 |
| 2 | -3.146 |
| 3 | 0.921 |
| 4 | 2.877 |
| 5 | -3.449 |
| 6 | 1.124 |